This record from OMol25 describes a 3-piece molecular cluster, C3H11NO3S overall at a distorted geometry. The level of theory is ωB97M-V/def2-TZVPD.

Largest force on an atom   2.578 eV/Å
Lowest unoccupied orbital energy   5.94 eV

Structure (ORCA input):
```
! wB97M-V def2-TZVPD RIJCOSX def2/J DEFGRID3
* xyz -2 1
S 3.4584 0.3558 -1.5973
O -0.5928 -0.6867 0.4614
O -4.7318 -1.1632 0.1436
O -2.6829 -0.5960 -1.1722
N 2.0969 -0.2004 1.5901
C 0.3104 0.0911 -0.2571
C 2.4506 1.3837 -0.4153
C 1.4717 0.6833 0.5817
H -3.8049 -0.9073 -0.4864
H -1.4688 -0.6712 -0.0891
H 0.7341 -0.5143 -1.1517
H 3.0363 2.0799 0.2264
H -0.2864 0.9537 -0.6517
H 2.6816 -0.9142 1.1178
H 1.6932 2.0630 -0.9086
H 0.9691 1.5499 1.0022
H -4.2353 -1.4242 0.9415
H -2.6545 -1.4785 -1.6453
H 1.5552 -0.6044 2.3101
*
```

And the Mulliken charges, in e, turn out to be: atom 1 (S): -0.697, atom 2 (O): -0.579, atom 3 (O): -0.856, atom 4 (O): -1.028, atom 5 (N): -0.607, atom 6 (C): -0.397, atom 7 (C): -0.792, atom 8 (C): -0.008, atom 9 (H): 0.432, atom 10 (H): 0.430, atom 11 (H): 0.132, atom 12 (H): 0.291, atom 13 (H): 0.245, atom 14 (H): 0.241, atom 15 (H): 0.238, atom 16 (H): 0.233, atom 17 (H): 0.244, atom 18 (H): 0.236, atom 19 (H): 0.243



This record from OMol25 describes a 3-piece molecular cluster, C3H11NO4 overall at a distorted geometry. The level of theory is ωB97M-V/def2-TZVPD.

Largest force on an atom   2.509 eV/Å
Lowest unoccupied orbital energy   0.35 eV

Structure (ORCA input):
```
! wB97M-V def2-TZVPD RIJCOSX def2/J DEFGRID3
* xyz 0 1
O 1.7505 -1.5929 1.9525
O 0.4334 2.4187 -0.8816
O -2.1391 1.4923 1.1968
O -1.9198 -1.1611 -2.6648
N 0.2245 -0.7798 0.2312
C 0.6330 -1.8734 1.1235
C 0.7950 1.2897 -1.0716
C 1.1176 0.3669 0.1004
H 1.5649 -0.7807 2.3812
H 1.2085 0.9794 0.9988
H 0.8750 0.8440 -2.0799
H -0.7233 -0.4748 0.3652
H -2.2059 -1.0384 -1.7446
H -1.2169 1.4371 1.0469
H -0.2057 -2.2154 1.7384
H 0.9428 -2.6959 0.4795
H -1.8756 -0.2577 -2.9984
H -2.7366 1.6798 0.4560
H 2.1453 0.0089 -0.0087
*
```

And the Mulliken charges, in e, turn out to be: atom 1 (O): -0.501, atom 2 (O): -0.470, atom 3 (O): -0.666, atom 4 (O): -0.623, atom 5 (N): -0.162, atom 6 (C): -0.383, atom 7 (C): -0.062, atom 8 (C): -0.770, atom 9 (H): 0.296, atom 10 (H): 0.422, atom 11 (H): 0.376, atom 12 (H): 0.221, atom 13 (H): 0.304, atom 14 (H): 0.301, atom 15 (H): 0.310, atom 16 (H): 0.257, atom 17 (H): 0.312, atom 18 (H): 0.328, atom 19 (H): 0.508



This record from OMol25 describes a 3-piece molecular cluster, C3H11NO4 overall at a distorted geometry. The level of theory is ωB97M-V/def2-TZVPD.

Largest force on an atom   2.624 eV/Å
Lowest unoccupied orbital energy   0.47 eV

Structure (ORCA input):
```
! wB97M-V def2-TZVPD RIJCOSX def2/J DEFGRID3
* xyz 0 1
O 2.4455 0.6646 0.5377
O 0.7856 -0.1072 -1.0371
O 1.8329 2.9443 -0.6872
O -0.6183 1.4287 -0.2443
N -1.9565 -0.4729 1.0691
C -0.8092 -2.2422 -0.0822
C -1.3745 -0.8499 -0.2597
C -0.4022 0.2635 -0.4895
H -2.6283 0.2741 1.0483
H -1.5840 -2.9655 0.1267
H 1.4685 0.3297 -0.3031
H -0.4556 -2.6434 -1.0542
H -2.2249 -1.2802 1.6041
H 1.3132 2.4914 -1.3869
H 2.3036 1.0482 1.4197
H -0.0016 -2.3673 0.6502
H -2.1075 -0.6831 -1.0697
H 2.8254 1.4930 0.1665
H 1.1880 2.6743 -0.0083
*
```

And the Mulliken charges, in e, turn out to be: atom 1 (O): -0.613, atom 2 (O): -0.599, atom 3 (O): -0.703, atom 4 (O): -0.674, atom 5 (N): -0.598, atom 6 (C): -1.435, atom 7 (C): 0.748, atom 8 (C): 0.256, atom 9 (H): 0.199, atom 10 (H): 0.458, atom 11 (H): 0.399, atom 12 (H): 0.321, atom 13 (H): 0.178, atom 14 (H): 0.379, atom 15 (H): 0.355, atom 16 (H): 0.340, atom 17 (H): 0.198, atom 18 (H): 0.430, atom 19 (H): 0.361



This record from OMol25 describes C3H11NO4 as an isolated structure at a distorted geometry. The level of theory is ωB97M-V/def2-TZVPD.

Largest force on an atom   5.008 eV/Å
Lowest unoccupied orbital energy   0.40 eV

Structure (ORCA input):
```
! wB97M-V def2-TZVPD RIJCOSX def2/J DEFGRID3
* xyz 0 1
O -1.7703 0.3108 -0.0336
O -0.8512 -1.9200 0.9787
O -1.2192 0.2948 2.3262
O -1.1574 0.8303 -2.1733
N 1.1527 0.3886 -0.0447
C 0.3323 1.4776 -0.5333
C -1.0256 0.8783 -0.9866
C 1.3134 -0.7193 -1.0712
H -0.0705 -2.4802 0.7484
H -1.0121 -1.4328 0.2147
H -1.4553 0.3098 1.1393
H 2.0589 0.7526 0.1314
H -0.9501 -0.7390 2.2376
H 0.0757 2.1277 0.2931
H 0.6838 2.0631 -1.3712
H -0.4648 0.7979 2.2713
H 0.4481 -1.2012 -1.4400
H 1.8207 -0.1985 -1.9750
H 2.0909 -1.5406 -0.7119
*
```

And the Mulliken charges, in e, turn out to be: atom 1 (O): -0.753, atom 2 (O): -0.737, atom 3 (O): -0.619, atom 4 (O): -0.564, atom 5 (N): -0.194, atom 6 (C): -0.796, atom 7 (C): 0.685, atom 8 (C): -1.098, atom 9 (H): 0.335, atom 10 (H): 0.428, atom 11 (H): 0.378, atom 12 (H): 0.238, atom 13 (H): 0.534, atom 14 (H): 0.393, atom 15 (H): 0.374, atom 16 (H): 0.385, atom 17 (H): 0.445, atom 18 (H): 0.334, atom 19 (H): 0.231



This record from OMol25 describes an isolated ion of composition C3H11NOP and charge +1 at a distorted geometry. The level of theory is ωB97M-V/def2-TZVPD.

Largest force on an atom   3.612 eV/Å
Lowest unoccupied orbital energy   -3.35 eV

Structure (ORCA input):
```
! wB97M-V def2-TZVPD RIJCOSX def2/J DEFGRID3
* xyz 1 1
P -2.9530 -0.2080 -0.0331
O -0.9248 1.2274 0.5626
N -0.2040 -0.9543 0.3464
C 1.9668 0.5645 0.1047
C 1.3607 -0.8714 0.0471
C -1.0788 0.1469 -0.2787
H 3.0187 0.5682 -0.1611
H -2.9377 -0.8239 -1.3240
H 1.4770 1.2333 -0.5380
H -0.0495 1.6878 0.5384
H -3.3292 1.1998 -0.5195
H -0.7724 0.5045 -1.2105
H 1.8136 -1.3561 0.8982
H 1.4843 -1.3660 -0.8797
H -0.3491 -0.7455 1.3643
H -0.4349 -1.8357 -0.0127
H 1.9123 1.0285 1.0955
*
```

And the Mulliken charges, in e, turn out to be: atom 1 (P): -0.077, atom 2 (O): -0.535, atom 3 (N): -0.156, atom 4 (C): -1.407, atom 5 (C): -0.271, atom 6 (C): -0.333, atom 7 (H): 0.372, atom 8 (H): 0.096, atom 9 (H): 0.456, atom 10 (H): 0.320, atom 11 (H): 0.125, atom 12 (H): 0.523, atom 13 (H): 0.360, atom 14 (H): 0.371, atom 15 (H): 0.441, atom 16 (H): 0.333, atom 17 (H): 0.383



This record from OMol25 describes a 2-piece molecular cluster, C3H11NOS overall at a distorted geometry. The level of theory is ωB97M-V/def2-TZVPD.

Largest force on an atom   2.173 eV/Å
Lowest unoccupied orbital energy   0.95 eV

Structure (ORCA input):
```
! wB97M-V def2-TZVPD RIJCOSX def2/J DEFGRID3
* xyz 0 1
S 1.5866 0.8157 1.8873
O -2.5337 1.1898 -1.1514
N -0.3503 -0.7529 -1.2212
C 1.4733 0.2686 0.1878
C 0.2743 -0.6620 0.0905
C -1.4911 -1.6813 -1.1884
H -0.4389 -0.4502 0.9006
H 2.3411 -0.3502 0.0187
H -1.7873 0.7842 -1.6083
H -1.9666 -1.6748 -2.1723
H 0.6290 -1.6880 0.3671
H 0.3240 -1.1431 -1.8682
H -2.3243 -1.3031 -0.5934
H 1.3520 0.9506 -0.6929
H -3.2191 1.4116 -1.8045
H -1.2847 -2.7400 -0.9907
H 2.3716 1.9109 1.7085
*
```

And the Mulliken charges, in e, turn out to be: atom 1 (S): -0.258, atom 2 (O): -0.652, atom 3 (N): -0.375, atom 4 (C): -0.459, atom 5 (C): -0.710, atom 6 (C): -1.025, atom 7 (H): 0.424, atom 8 (H): 0.302, atom 9 (H): 0.332, atom 10 (H): 0.345, atom 11 (H): 0.325, atom 12 (H): 0.215, atom 13 (H): 0.376, atom 14 (H): 0.348, atom 15 (H): 0.302, atom 16 (H): 0.383, atom 17 (H): 0.126



So what do the calculations give for highest occupied orbital energy? Going down the list: -0.0295 -9.4834 -9.2080 -9.4587 -14.2653 -9.0396 eV.
So what do the calculations give for ΔE to the lowest compared entry with this formula, charge and spin? Going down the list: 18.1 71.0 42.7 65.1 71.8 22.1 kcal per mole.
So what do the calculations give for gap between HOMO and LUMO? Going down the list: 5.97 9.83 9.67 9.86 10.92 9.99 eV.